Run one
Entry from the OMol25 dataset: a molecular structure, C7H10 (wB97M-V/def2-TZVPD).

Structure (ORCA input):
```
! wB97M-V def2-TZVPD RIJCOSX def2/J DEFGRID3
* xyz 0 1
C 1.18321 -1.47338 -0.14557
C 1.92180 -0.37842 -0.03926
C -2.49758 -0.42875 0.07140
C -1.70767 0.87432 -0.01225
C 0.03902 -0.87308 0.55096
C -1.05173 -0.44292 -0.39674
C 2.59815 0.92509 0.06636
H 1.38041 -2.44926 -0.68250
H -2.96315 -0.70597 1.03384
H -3.16949 -0.41135 -0.67219
H -2.02141 1.68585 -0.64043
H -1.45405 1.20722 0.90843
H -0.08083 -0.94241 1.55465
H -0.70752 -0.42388 -1.47364
H 3.55658 0.72133 -0.43948
H 2.76852 1.42592 0.97929
H 2.20574 1.68969 -0.66286
*
```

Summary:
frontier orbital gap = 8.2 eV
LUMO energy = 1.032 eV
HOMO = -7.16 eV

Charges in e, computed with Mulliken, in the same order as the atoms: number 1, C, carries -0.547; number 2, C, carries 0.335; number 3, C, carries -0.614; number 4, C, carries -0.752; number 5, C, carries -0.816; number 6, C, carries 0.218; number 7, C, carries -1.051; number 8, H, carries 0.289; number 9, H, carries 0.251; number 10, H, carries 0.319; number 11, H, carries 0.296; number 12, H, carries 0.307; number 13, H, carries 0.587; number 14, H, carries 0.290; number 15, H, carries 0.312; number 16, H, carries 0.320; number 17, H, carries 0.256



Run two
Entry from the OMol25 dataset: a single C7H10 molecule (wB97M-V/def2-TZVPD).

Structure (ORCA input):
```
! wB97M-V def2-TZVPD RIJCOSX def2/J DEFGRID3
* xyz 0 1
C 2.02818 0.08634 -0.31547
C 3.17721 -0.57842 -0.12046
C 0.53545 -0.95460 1.45597
C 0.73800 -0.21276 0.37128
C -0.42282 0.14049 -0.47456
C -1.61696 0.48952 0.02847
C -2.89979 0.81215 -0.69379
H 1.89541 0.69585 -1.20113
H 3.79659 -0.62282 -1.01280
H 3.47211 -0.93210 0.85780
H 1.33766 -0.94887 2.19584
H -0.36216 -1.41019 1.84869
H -0.32994 0.09905 -1.56386
H -1.65004 0.74973 1.08691
H -3.07072 1.88483 -0.76218
H -3.70145 0.42227 -0.05221
H -2.92674 0.27953 -1.64851
*
```

Summary:
SMILES = C=CC(=C)/C=C/C
frontier orbital gap = 9.0 eV
LUMO energy = 0.620 eV
HOMO = -8.41 eV

Charges in e, computed with Mulliken, in the same order as the atoms: number 1, C, carries -0.447; number 2, C, carries -0.657; number 3, C, carries -0.828; number 4, C, carries 0.755; number 5, C, carries -0.451; number 6, C, carries -0.170; number 7, C, carries -1.177; number 8, H, carries 0.333; number 9, H, carries 0.230; number 10, H, carries 0.251; number 11, H, carries 0.182; number 12, H, carries 0.352; number 13, H, carries 0.324; number 14, H, carries 0.384; number 15, H, carries 0.283; number 16, H, carries 0.319; number 17, H, carries 0.318



Run three
Entry from the OMol25 dataset: a single C7H10 molecule (wB97M-V/def2-TZVPD).

Structure (ORCA input):
```
! wB97M-V def2-TZVPD RIJCOSX def2/J DEFGRID3
* xyz 0 1
C 1.44569 -0.28540 -0.02387
C 2.76666 -0.35502 -0.24607
C 0.34006 -0.92811 0.73502
C -0.62958 -0.86803 -0.40886
C 0.17511 0.37129 -0.19632
C -2.19089 -0.71540 -0.12359
C -0.16021 1.79901 0.15492
H 3.27910 0.35874 -1.03133
H 3.31997 -1.03944 0.34334
H 0.07239 -1.07599 1.81445
H -0.30415 -1.57070 -1.30295
H -2.56435 0.29030 0.16708
H -2.39124 -1.48159 0.62337
H -2.63264 -0.92749 -1.05871
H -1.14011 1.90511 0.04643
H 0.31661 2.59457 -0.58814
H 0.29758 1.92815 1.09523
*
```

Summary:
SMILES = C=C1[C@@H]2[C@@H](C)[C@]12C
frontier orbital gap = 9.1 eV
LUMO energy = 1.086 eV
HOMO = -8.03 eV

Charges in e, computed with Mulliken, in the same order as the atoms: number 1, C, carries 0.354; number 2, C, carries -0.791; number 3, C, carries -0.633; number 4, C, carries 0.311; number 5, C, carries 0.339; number 6, C, carries -1.240; number 7, C, carries -1.411; number 8, H, carries 0.203; number 9, H, carries 0.281; number 10, H, carries 0.244; number 11, H, carries 0.298; number 12, H, carries 0.336; number 13, H, carries 0.299; number 14, H, carries 0.344; number 15, H, carries 0.461; number 16, H, carries 0.256; number 17, H, carries 0.349



Run four
Entry from the OMol25 dataset: a single C7H10 molecule (wB97M-V/def2-TZVPD).

Structure (ORCA input):
```
! wB97M-V def2-TZVPD RIJCOSX def2/J DEFGRID3
* xyz 0 1
C -1.31499 0.16586 1.14226
C -0.11693 -0.73023 1.19782
C -1.17275 -0.91218 0.12077
C -0.17521 -0.51477 -0.99296
C 0.22313 0.97814 -1.26039
C 1.34580 0.87946 -0.18345
C 0.92599 -0.56059 0.08896
H -2.08535 0.01535 1.89389
H -1.15750 1.20976 0.86951
H -0.04862 -1.43670 2.01117
H -1.55491 -1.91941 0.19074
H -0.18338 -1.14240 -1.88964
H -0.53431 1.75543 -1.11035
H 0.64139 1.11996 -2.26323
H 2.36684 0.96838 -0.55409
H 1.21178 1.51541 0.69622
H 1.62901 -1.39147 0.04275
*
```

Summary:
SMILES = C1C[C@H]2[C@@H]1[C@H]1C[C@@H]21
frontier orbital gap = 9.7 eV
LUMO energy = 1.220 eV
HOMO = -8.52 eV

Charges in e, computed with Mulliken, in the same order as the atoms: number 1, C, carries -0.568; number 2, C, carries -0.581; number 3, C, carries -0.296; number 4, C, carries -0.303; number 5, C, carries -0.780; number 6, C, carries -0.817; number 7, C, carries 0.309; number 8, H, carries 0.278; number 9, H, carries 0.053; number 10, H, carries 0.347; number 11, H, carries 0.384; number 12, H, carries 0.379; number 13, H, carries 0.289; number 14, H, carries 0.284; number 15, H, carries 0.299; number 16, H, carries 0.277; number 17, H, carries 0.446



Stability summary: most stable run two, least stable run one.



Run one
Entry from the OMol25 dataset: a single C7H10 molecule (wB97M-V/def2-TZVPD).

Structure (ORCA input):
```
! wB97M-V def2-TZVPD RIJCOSX def2/J DEFGRID3
* xyz 0 1
C 1.60021 -1.14866 -0.13456
C 0.35188 -0.31097 -0.01051
C -1.06534 -0.93562 -0.03790
C -1.53267 0.47268 -0.46371
C -0.68087 1.51207 0.24558
C 0.29370 0.74913 1.11046
C -0.15876 0.80507 -0.98644
H 1.75946 -1.75218 0.76985
H 1.55509 -1.83533 -0.98582
H 2.48784 -0.51646 -0.25443
H -1.33855 -1.50348 0.87020
H -1.22645 -1.60673 -0.88835
H -2.40689 0.84287 -0.99948
H -1.07772 2.49715 0.48902
H -0.00489 0.42765 2.11350
H 1.24043 1.29723 1.15267
H 0.20353 1.00559 -1.99011
*
```

Summary:
SMILES = C[C@]12C[C@@H]3[C@H](C1)[C@@H]32
frontier orbital gap = 10.4 eV
LUMO energy = 1.076 eV
HOMO = -9.28 eV

Charges in e, computed with Mulliken, in the same order as the atoms: number 1, C, carries -1.563; number 2, C, carries 0.713; number 3, C, carries -0.702; number 4, C, carries -0.513; number 5, C, carries -0.422; number 6, C, carries -0.572; number 7, C, carries -0.510; number 8, H, carries 0.328; number 9, H, carries 0.374; number 10, H, carries 0.355; number 11, H, carries 0.316; number 12, H, carries 0.311; number 13, H, carries 0.394; number 14, H, carries 0.404; number 15, H, carries 0.287; number 16, H, carries 0.331; number 17, H, carries 0.470



Run two
Entry from the OMol25 dataset: a single C7H10 molecule (wB97M-V/def2-TZVPD).

Structure (ORCA input):
```
! wB97M-V def2-TZVPD RIJCOSX def2/J DEFGRID3
* xyz 0 1
C 1.06628 -0.92238 0.73121
C 1.35739 -0.44841 -0.66675
C 0.06942 -0.05878 0.00874
C -0.13066 1.36599 0.42413
C -0.00557 1.84244 1.65863
C -1.53157 -0.95760 -1.70688
C -1.21779 -0.67558 -0.44664
H 1.63725 -0.48471 1.54579
H 0.81676 -1.97149 0.86664
H 2.11699 0.31893 -0.78971
H 1.31481 -1.17857 -1.47063
H 0.29703 1.20764 2.48854
H -0.46163 2.02821 -0.37740
H -0.21008 2.88555 1.88431
H -0.83078 -0.78533 -2.52122
H -2.50428 -1.36391 -1.97066
H -1.95350 -0.83546 0.34296
*
```

Summary:
SMILES = C=CC1(C=C)CC1
frontier orbital gap = 10.6 eV
LUMO energy = 1.150 eV
HOMO = -9.40 eV

Charges in e, computed with Mulliken, in the same order as the atoms: number 1, C, carries -0.695; number 2, C, carries -0.660; number 3, C, carries 1.027; number 4, C, carries -0.549; number 5, C, carries -0.709; number 6, C, carries -0.710; number 7, C, carries -0.581; number 8, H, carries 0.281; number 9, H, carries 0.292; number 10, H, carries 0.293; number 11, H, carries 0.291; number 12, H, carries 0.260; number 13, H, carries 0.328; number 14, H, carries 0.265; number 15, H, carries 0.273; number 16, H, carries 0.269; number 17, H, carries 0.324



Run three
Entry from the OMol25 dataset: a single C7H10 molecule (wB97M-V/def2-TZVPD).

Structure (ORCA input):
```
! wB97M-V def2-TZVPD RIJCOSX def2/J DEFGRID3
* xyz 0 1
C 0.95758 -1.95902 -1.43738
C 0.55784 -2.01157 -0.20172
C -0.39913 0.50164 0.07663
C -0.66332 -1.32720 1.89038
C -0.16899 -1.05947 0.68106
C -1.12040 1.92468 0.27177
C -0.24959 3.00466 -0.15807
H 1.36597 -2.85652 -1.84687
H 0.82830 -1.23544 -2.25287
H 0.87420 -2.89524 0.41189
H 0.64174 0.53174 -0.45865
H -1.05619 0.39332 -0.84141
H -0.50029 -2.33056 2.30321
H -1.23181 -0.55722 2.45036
H 0.12510 3.40883 0.67867
H -0.66293 3.86002 -0.76722
H 0.70192 2.60734 -0.79979
*
```

Summary:
frontier orbital gap = 8.5 eV
LUMO energy = 0.157 eV
HOMO = -8.38 eV

Charges in e, computed with Mulliken, in the same order as the atoms: number 1, C, carries -0.794; number 2, C, carries -0.249; number 3, C, carries -0.361; number 4, C, carries -0.948; number 5, C, carries 0.955; number 6, C, carries -0.282; number 7, C, carries -0.750; number 8, H, carries 0.255; number 9, H, carries 0.285; number 10, H, carries 0.169; number 11, H, carries 0.070; number 12, H, carries 0.284; number 13, H, carries 0.263; number 14, H, carries 0.297; number 15, H, carries 0.307; number 16, H, carries 0.311; number 17, H, carries 0.186



Stability summary: most stable run two, least stable run three.



Run one
Entry from the OMol25 dataset: a single C2H3N3O molecule (wB97M-V/def2-TZVPD).

Structure (ORCA input):
```
! wB97M-V def2-TZVPD RIJCOSX def2/J DEFGRID3
* xyz 0 1
C -1.41101 -0.90374 -0.14893
C -0.89132 0.33187 -0.07382
N -1.96705 1.20037 0.03359
N -2.99632 0.55504 0.03172
N 0.41846 0.69582 -0.18458
O -2.70831 -0.80565 0.01573
H -1.02584 -1.82774 -0.34707
H 1.09002 0.40864 0.51596
H 0.58552 1.66294 -0.24446
*
```

Summary:
SMILES = Nc1conn1
frontier orbital gap = 10.0 eV
LUMO energy = 0.904 eV
HOMO = -9.09 eV

Charges in e, computed with Mulliken, in the same order as the atoms: number 1, C, carries -0.131; number 2, C, carries 0.174; number 3, N, carries -0.236; number 4, N, carries -0.121; number 5, N, carries -0.548; number 6, O, carries -0.115; number 7, H, carries 0.464; number 8, H, carries 0.242; number 9, H, carries 0.270



Run two
Entry from the OMol25 dataset: a single C2H3N3O molecule (wB97M-V/def2-TZVPD).

Structure (ORCA input):
```
! wB97M-V def2-TZVPD RIJCOSX def2/J DEFGRID3
* xyz 0 1
C 0.17654 0.10972 0.22180
C -0.64483 -0.24252 -0.89663
H -0.96843 0.75756 1.67792
H 0.65720 1.04080 1.76527
H -1.72038 -0.08868 -1.15478
N -0.12901 1.08114 1.10576
N 0.06283 -0.99870 -1.68059
N 1.34552 -0.49847 0.03209
O 1.22057 -1.16085 -1.07085
*
```

Summary:
SMILES = Nc1cnon1
frontier orbital gap = 10.6 eV
LUMO energy = 0.771 eV
HOMO = -9.78 eV

Charges in e, computed with Mulliken, in the same order as the atoms: number 1, C, carries 0.431; number 2, C, carries -0.204; number 3, H, carries 0.296; number 4, H, carries 0.325; number 5, H, carries 0.328; number 6, N, carries -0.548; number 7, N, carries -0.283; number 8, N, carries -0.352; number 9, O, carries 0.007



Stability summary: most stable run one, least stable run two.



Run one
Entry from the OMol25 dataset: a single C2H3N3O molecule (wB97M-V/def2-TZVPD).

Structure (ORCA input):
```
! wB97M-V def2-TZVPD RIJCOSX def2/J DEFGRID3
* xyz 0 1
N 0.50424 0.34985 -0.38300
C -0.53749 -0.45957 -0.44573
C -0.96887 -0.64461 0.87090
O 1.16416 0.78647 -1.50733
N 0.76789 0.67189 1.10889
N -0.12697 0.02220 1.67813
H 1.88800 1.34107 -1.19379
H -0.92087 -0.82644 -1.37992
H -1.77011 -1.24084 1.25185
*
```

Summary:
SMILES = On1ccnn1
frontier orbital gap = 10.0 eV
LUMO energy = 0.806 eV
HOMO = -9.23 eV

Charges in e, computed with Mulliken, in the same order as the atoms: number 1, N, carries 0.384; number 2, C, carries 0.034; number 3, C, carries -0.641; number 4, O, carries -0.448; number 5, N, carries -0.314; number 6, N, carries -0.207; number 7, H, carries 0.383; number 8, H, carries 0.419; number 9, H, carries 0.389



Run two
Entry from the OMol25 dataset: a single C2H3N3O molecule (wB97M-V/def2-TZVPD).

Structure (ORCA input):
```
! wB97M-V def2-TZVPD RIJCOSX def2/J DEFGRID3
* xyz 0 1
C 0.15464 -0.34195 -0.01890
C -0.42627 1.62607 -0.08981
H 0.11754 -2.41214 0.29981
H 1.70446 -1.50571 0.65986
H -0.38512 2.73700 -0.05863
N 0.73453 -1.54337 0.23600
N 0.56931 0.84813 0.27807
N -1.38172 0.96780 -0.71663
O -1.08736 -0.37583 -0.58977
*
```

Summary:
SMILES = Nc1ncno1
frontier orbital gap = 9.9 eV
LUMO energy = 0.717 eV
HOMO = -9.18 eV

Charges in e, computed with Mulliken, in the same order as the atoms: number 1, C, carries 0.652; number 2, C, carries -0.025; number 3, H, carries 0.256; number 4, H, carries 0.262; number 5, H, carries 0.333; number 6, N, carries -0.438; number 7, N, carries -0.551; number 8, N, carries -0.327; number 9, O, carries -0.162



Stability summary: most stable run two, least stable run one.